Molecular formula: C16H42GaO3
Method: DFT, wB97M-V/def2-TZVPD

Computed properties:
- Highest occupied orbital energy: -4.1 eV
- E_tot: -2785.2141 Ha
- Charge: -1

Cartesian coordinates (Å):
C: 0.783 0.809 0.640
C: -0.276 -0.084 -0.099
C: 0.373 -1.248 -0.918
C: 0.464 -0.818 -2.434
Ga: 1.337 -2.372 -3.475
H: 1.106 1.596 -0.054
H: 0.280 1.254 1.513
H: 1.635 0.210 0.987
H: -1.055 -0.438 0.599
H: -0.762 0.582 -0.828
H: -0.179 -2.194 -0.822
H: 1.412 -1.457 -0.610
H: 1.129 0.066 -2.472
H: -0.555 -0.564 -2.777
H: 0.561 -2.517 -4.876
H: 1.116 -3.737 -2.651
H: 2.907 -2.044 -3.699
C: -4.881 0.515 -5.894
C: -3.857 -0.457 -5.333
O: -2.952 0.132 -4.423
C: -3.511 0.695 -3.253
C: -4.251 -0.307 -2.385
H: -4.383 1.377 -6.343
H: -5.490 0.026 -6.656
H: -5.552 0.892 -5.119
H: -3.247 -0.844 -6.150
H: -4.349 -1.322 -4.875
H: -4.157 1.544 -3.508
H: -2.671 1.102 -2.688
H: -5.139 -0.702 -2.884
H: -4.575 0.165 -1.456
H: -3.603 -1.151 -2.143
C: 5.723 -2.507 2.088
C: 6.582 -1.754 1.088
O: 6.120 -1.848 -0.243
C: 4.819 -1.328 -0.485
C: 4.686 0.152 -0.177
H: 5.612 -3.550 1.787
H: 6.178 -2.475 3.080
H: 4.721 -2.081 2.164
H: 7.587 -2.183 1.088
H: 6.692 -0.703 1.381
H: 4.069 -1.909 0.062
H: 4.617 -1.487 -1.545
H: 4.815 0.363 0.887
H: 3.698 0.510 -0.468
H: 5.441 0.724 -0.722
C: -1.627 0.864 6.383
C: -0.776 1.658 5.408
O: -1.250 1.622 4.076
C: -2.545 2.149 3.859
C: -2.679 3.617 4.226
H: -1.741 -0.165 6.038
H: -1.162 0.853 7.370
H: -2.627 1.287 6.488
H: 0.227 1.228 5.378
H: -0.660 2.695 5.743
H: -3.295 1.547 4.384
H: -2.742 2.028 2.793
H: -2.550 3.783 5.297
H: -3.667 3.988 3.949
H: -1.924 4.210 3.706

natural (NBO) atomic charge list, values in e, 8 entries:
1. C -0.62
2. C -0.40
3. C -0.41
4. C -0.85
5. Ga 0.57
6. H 0.20
7. H 0.20
8. H 0.19


Molecular formula: C16H43FN6O5P2
Method: DFT, wB97M-V/def2-TZVPD

Computed properties:
- SMILES: CN(C)P(=O)(N(C)C)N(C)C.CN(C)P(=O)(N(C)C)N(C)C.CC[C@@H](F)OC(=O)O
- Highest occupied orbital energy: -7.8 eV
- E_tot: -2122.7183 Ha
- Charge: 0

Cartesian coordinates (Å):
C: -1.797 -3.355 2.017
C: -0.944 -2.086 2.192
C: 0.514 -2.218 1.744
F: 0.942 -3.518 1.789
O: 0.805 -1.677 0.477
C: -0.022 -2.053 -0.545
O: 0.006 -3.128 -1.057
O: -0.851 -1.049 -0.962
H: -2.603 -3.332 2.751
H: -2.298 -3.354 1.047
H: -1.229 -4.271 2.141
H: -0.944 -1.775 3.235
H: -1.399 -1.281 1.615
H: 1.140 -1.663 2.440
H: -1.711 -1.145 -0.536
O: -3.033 0.861 -4.598
P: -2.763 -0.153 -5.635
N: -4.127 -1.186 -5.597
C: -4.234 -2.611 -5.833
C: -5.408 -0.513 -5.734
N: -1.343 -0.927 -5.020
C: -1.220 -2.343 -4.679
C: -0.600 -0.115 -4.053
N: -2.300 -0.180 -7.242
C: -2.839 0.883 -8.089
C: -1.968 -1.368 -7.984
H: -4.574 -2.849 -6.853
H: -4.967 -3.039 -5.142
H: -3.308 -3.142 -5.667
H: -5.655 -0.289 -6.782
H: -5.411 0.424 -5.177
H: -6.207 -1.135 -5.325
H: -2.161 -2.802 -4.385
H: -0.560 -2.465 -3.820
H: -0.767 -2.929 -5.487
H: -1.018 -0.185 -3.051
H: -0.593 0.932 -4.346
H: 0.440 -0.449 -4.025
H: -3.829 0.633 -8.495
H: -2.168 1.078 -8.928
H: -2.933 1.812 -7.526
H: -2.799 -1.676 -8.630
H: -1.711 -2.211 -7.348
H: -1.101 -1.170 -8.621
O: 0.807 1.919 5.277
P: 2.233 2.269 5.421
N: 2.954 1.773 3.954
C: 4.274 1.239 3.685
C: 2.327 2.306 2.755
N: 2.708 1.262 6.754
C: 3.744 0.234 6.721
C: 1.589 0.819 7.584
N: 3.134 3.599 5.876
C: 2.619 4.902 5.455
C: 4.560 3.601 6.074
H: 4.973 2.003 3.312
H: 4.201 0.467 2.913
H: 4.731 0.772 4.545
H: 2.656 3.330 2.528
H: 1.242 2.318 2.859
H: 2.555 1.679 1.891
H: 3.890 -0.203 5.737
H: 3.463 -0.597 7.369
H: 4.705 0.595 7.105
H: 1.078 -0.058 7.170
H: 0.852 1.609 7.703
H: 1.964 0.569 8.578
H: 2.948 5.174 4.443
H: 2.953 5.682 6.142
H: 1.529 4.906 5.465
H: 5.078 4.041 5.212
H: 4.971 2.609 6.236
H: 4.805 4.200 6.956

Mulliken atomic charge list, values in e, 8 entries:
1. C -1.00
2. C -0.64
3. C 0.45
4. F -0.33
5. O -0.31
6. C 0.47
7. O -0.44
8. O -0.36


Molecular formula: C16H43FNO11PS2
Method: DFT, wB97M-V/def2-TZVPD

Computed properties:
- SMILES: C[C@H](F)O[P@@](=O)(O)OCCCSC(=S)N1CCOCC1.CO.CO.CO.CO.CO.CO
- Highest occupied orbital energy: -8.1 eV
- E_tot: -2755.3221 Ha
- Charge: 0

Cartesian coordinates (Å):
C: -0.161 -4.468 -0.094
C: 0.959 -4.624 -1.197
F: 2.157 -4.779 -0.529
O: 0.902 -3.455 -1.991
P: 1.520 -3.687 -3.522
O: 1.328 -5.065 -4.090
O: 0.669 -2.610 -4.492
O: 3.124 -3.278 -3.652
C: 3.346 -1.903 -3.250
C: 3.543 -1.845 -1.686
C: 4.927 -1.264 -1.218
S: 4.794 -0.459 0.455
C: 3.317 -1.214 1.273
S: 3.348 -2.832 1.676
N: 2.134 -0.471 1.612
C: 2.381 0.969 1.802
C: 2.266 1.795 0.473
O: 0.874 1.707 0.078
C: 0.725 0.364 -0.381
C: 0.991 -0.738 0.704
H: -1.017 -5.133 -0.344
H: 0.251 -4.729 0.902
H: -0.507 -3.408 -0.046
H: 0.742 -5.560 -1.744
H: -0.210 -3.018 -4.510
H: 2.494 -1.235 -3.508
H: 4.240 -1.503 -3.784
H: 3.514 -2.900 -1.326
H: 2.677 -1.301 -1.258
H: 5.418 -0.604 -1.962
H: 5.604 -2.141 -1.074
H: 3.374 1.123 2.296
H: 1.591 1.373 2.487
H: 2.589 2.841 0.645
H: 2.858 1.339 -0.352
H: -0.346 0.256 -0.689
H: 1.314 0.224 -1.325
H: 0.088 -0.885 1.336
H: 1.181 -1.696 0.160
C: -1.437 -0.281 -3.674
O: -1.772 -0.734 -2.361
H: -1.555 0.799 -3.711
H: -0.401 -0.539 -3.900
H: -2.106 -0.741 -4.407
H: -1.662 -1.688 -2.348
C: -0.126 3.685 3.729
O: -0.024 2.432 3.069
H: 0.299 3.589 4.727
H: 0.427 4.449 3.175
H: -1.177 3.979 3.813
H: -0.410 2.537 2.188
C: -4.270 2.791 -4.419
O: -3.174 2.114 -5.025
H: -4.053 2.922 -3.361
H: -4.409 3.771 -4.882
H: -5.183 2.198 -4.528
H: -3.384 2.008 -5.956
C: -3.455 2.558 1.944
O: -2.268 1.925 1.467
H: -3.342 2.754 3.008
H: -3.608 3.505 1.416
H: -4.310 1.907 1.789
H: -2.388 1.760 0.528
C: 2.911 1.423 5.573
O: 3.007 0.173 4.907
H: 3.349 1.321 6.565
H: 3.459 2.190 5.016
H: 1.862 1.716 5.672
H: 2.616 0.286 4.035
C: -7.355 1.540 2.815
O: -5.987 1.695 3.178
H: -7.411 0.877 1.954
H: -7.916 1.100 3.644
H: -7.786 2.509 2.551
H: -5.959 2.281 3.938

Mulliken atomic charge list, values in e, 8 entries:
1. C -1.05
2. C 0.32
3. F -0.32
4. O 0.01
5. P 0.75
6. O -0.76
7. O -0.49
8. O -0.44


Molecular formula: C16H44Ba2O13
Method: DFT, wB97M-V/def2-TZVPD

Computed properties:
- Highest occupied orbital energy: -14.5 eV
- E_tot: -1664.8486 Ha
- Charge: +2

Cartesian coordinates (Å):
Ba: 0.024 -4.482 -0.359
Ba: 3.064 -0.989 -0.061
O: 2.856 -4.277 3.312
C: 2.999 -3.455 2.252
O: 3.952 -2.677 2.092
O: 2.090 -3.375 1.370
H: 2.068 -4.730 2.970
O: -1.220 -0.772 -1.209
C: 0.075 -0.658 -0.873
O: 0.632 0.431 -0.765
O: 0.614 -1.743 -0.438
H: -1.473 0.120 -1.530
C: -0.761 3.424 3.070
C: -1.235 3.247 1.618
O: -1.157 1.869 1.333
H: 0.171 2.909 3.289
H: -1.484 3.035 3.790
H: -0.738 4.503 3.241
H: -0.606 3.821 0.931
H: -2.276 3.584 1.559
H: -0.794 1.875 0.439
C: -3.930 -2.237 1.637
C: -2.439 -2.321 1.810
O: -1.885 -3.570 1.360
H: -4.375 -1.326 2.039
H: -4.297 -2.965 2.372
H: -4.346 -2.408 0.647
H: -2.150 -2.039 2.824
H: -1.974 -1.525 1.222
H: -2.450 -4.264 1.729
C: 4.412 0.206 -3.972
C: 3.768 1.382 -3.291
O: 3.125 0.884 -2.132
H: 3.651 -0.567 -4.043
H: 5.311 -0.084 -3.420
H: 4.839 0.475 -4.940
H: 2.938 1.719 -3.928
H: 4.317 2.317 -3.154
H: 2.194 1.120 -2.186
C: -3.095 -3.637 -4.017
C: -3.132 -3.686 -2.467
O: -1.868 -3.289 -1.894
H: -3.882 -4.246 -4.455
H: -2.084 -4.018 -4.180
H: -3.206 -2.636 -4.432
H: -3.459 -4.696 -2.232
H: -3.938 -2.992 -2.227
H: -1.877 -2.322 -1.809
C: 0.572 0.004 4.639
C: 1.416 -0.574 3.501
O: 1.296 0.182 2.285
H: 0.983 -0.226 5.622
H: -0.449 -0.370 4.589
H: 0.595 1.091 4.588
H: 1.193 -1.633 3.329
H: 2.472 -0.702 3.743
H: 0.394 0.161 1.937
C: -3.833 1.867 -3.641
C: -2.526 2.627 -3.374
O: -1.846 1.933 -2.290
H: -4.390 2.444 -4.380
H: -4.453 1.798 -2.750
H: -3.629 0.880 -4.054
H: -2.737 3.646 -3.048
H: -1.856 2.652 -4.233
H: -1.024 2.423 -2.171
C: 3.862 3.659 1.994
C: 3.197 2.896 0.854
O: 3.123 1.480 1.107
H: 3.554 3.287 2.974
H: 3.808 4.739 1.912
H: 4.870 3.239 1.955
H: 3.934 3.020 0.058
H: 2.249 3.276 0.472
H: 2.257 1.263 1.492

Mulliken atomic charge list, values in e, 8 entries:
1. Ba 1.82
2. Ba 1.73
3. O -0.42
4. C 0.51
5. O -0.74
6. O -0.48
7. H 0.26
8. O -0.81


Molecular formula: C16H44BrN4O4
Method: DFT, wB97M-V/def2-TZVPD

Computed properties:
- Highest occupied orbital energy: -5.1 eV
- E_tot: -3730.0247 Ha
- Charge: -1

Cartesian coordinates (Å):
Br: 1.049 0.818 0.233
C: -0.599 -2.596 -1.436
C: -0.752 -1.949 -2.832
C: -2.203 -1.701 -3.139
O: -2.258 -1.243 -4.490
C: -3.499 -0.750 -4.880
N: 0.109 -0.748 -2.911
H: -1.225 -2.131 -0.671
H: 0.420 -2.561 -1.055
H: -0.853 -3.660 -1.535
H: -0.426 -2.705 -3.558
H: -2.639 -0.903 -2.522
H: -2.788 -2.625 -3.042
H: -3.548 -0.540 -5.946
H: -3.751 0.186 -4.360
H: -4.303 -1.455 -4.621
H: -0.581 0.001 -3.066
H: 0.339 -0.439 -1.956
C: 5.179 1.629 -1.107
C: 4.506 1.209 -2.419
C: 5.516 0.674 -3.413
O: 4.926 0.560 -4.680
C: 5.820 0.150 -5.661
N: 3.480 0.156 -2.152
H: 4.457 2.037 -0.405
H: 5.922 2.427 -1.279
H: 5.802 0.834 -0.688
H: 3.890 2.020 -2.814
H: 5.942 -0.262 -3.020
H: 6.389 1.345 -3.478
H: 5.362 0.211 -6.645
H: 6.099 -0.913 -5.543
H: 6.787 0.672 -5.638
H: 2.902 0.531 -1.391
H: 4.015 -0.617 -1.756
C: -0.371 -2.911 2.467
C: -1.021 -1.609 2.943
C: -2.052 -1.862 4.032
O: -3.177 -2.547 3.500
C: -3.495 -3.747 4.193
N: 0.011 -0.692 3.386
H: 0.140 -2.761 1.514
H: -1.158 -3.652 2.307
H: 0.373 -3.250 3.188
H: -1.586 -1.182 2.099
H: -2.419 -0.900 4.409
H: -1.564 -2.427 4.835
H: -2.774 -4.531 3.950
H: -4.505 -4.017 3.892
H: -3.490 -3.548 5.269
H: 0.548 -0.369 2.582
H: -0.387 0.178 3.735
C: -3.351 1.879 2.326
C: -2.565 3.046 1.740
C: -1.425 3.466 2.638
O: -1.912 3.809 3.930
C: -0.868 3.966 4.853
N: -2.170 2.765 0.374
H: -2.743 0.970 2.409
H: -4.160 1.582 1.659
H: -3.703 2.144 3.321
H: -3.226 3.927 1.721
H: -0.798 4.271 2.242
H: -0.780 2.573 2.736
H: 0.005 4.499 4.455
H: -0.509 2.985 5.184
H: -1.227 4.548 5.702
H: -1.373 2.128 0.317
H: -1.761 3.607 -0.032

natural (NBO) atomic charge list, values in e, 8 entries:
1. Br -0.94
2. C -0.62
3. C -0.07
4. C -0.07
5. O -0.55
6. C -0.24
7. N -0.82
8. H 0.21


Molecular formula: C16H44N4O4
Method: DFT, wB97M-V/def2-TZVPD

Computed properties:
- SMILES: COC[C@H](C)N.COC[C@H](C)N.COC[C@H](C)N.COC[C@H](C)N
- Highest occupied orbital energy: -9.0 eV
- E_tot: -1155.8170 Ha
- Charge: 0

Cartesian coordinates (Å):
C: 5.052 2.745 -5.383
C: 4.606 4.187 -5.587
C: 3.757 4.392 -6.903
O: 2.894 3.353 -7.310
C: 1.693 3.247 -6.548
N: 3.791 4.516 -4.405
H: 4.249 2.008 -5.413
H: 5.470 2.604 -4.386
H: 5.801 2.411 -6.100
H: 5.502 4.806 -5.594
H: 4.558 4.486 -7.636
H: 3.401 5.423 -6.926
H: 0.972 2.558 -6.988
H: 1.156 4.196 -6.555
H: 1.802 3.016 -5.488
H: 2.994 3.900 -4.480
H: 4.285 4.344 -3.541
C: -0.213 0.870 0.345
C: 0.038 2.165 -0.351
C: -0.087 3.580 0.310
O: 0.558 3.556 1.600
C: 0.513 4.701 2.409
N: 1.348 2.067 -0.954
H: 0.483 0.691 1.165
H: -0.174 -0.031 -0.268
H: -1.164 0.881 0.878
H: -0.753 2.267 -1.093
H: -1.138 3.821 0.470
H: 0.354 4.367 -0.302
H: 1.254 5.400 2.021
H: 0.655 4.444 3.459
H: -0.457 5.193 2.476
H: 1.457 1.073 -1.098
H: 1.934 2.357 -0.184
C: 5.111 -0.397 3.160
C: 4.672 -1.846 3.341
C: 3.893 -2.113 4.591
O: 4.811 -1.998 5.689
C: 4.261 -1.786 6.992
N: 3.931 -2.207 2.183
H: 5.711 -0.121 2.293
H: 5.486 0.082 4.064
H: 4.172 0.156 3.166
H: 5.582 -2.432 3.469
H: 3.393 -3.079 4.663
H: 3.116 -1.365 4.748
H: 3.383 -1.140 7.003
H: 4.988 -1.381 7.695
H: 4.022 -2.793 7.333
H: 4.530 -2.162 1.371
H: 3.650 -3.171 2.289
C: -9.599 -6.546 0.078
C: -8.860 -5.704 1.114
C: -7.846 -4.732 0.551
O: -7.218 -4.011 1.649
C: -6.537 -2.986 1.118
N: -9.832 -4.963 1.898
H: -10.189 -5.905 -0.578
H: -10.206 -7.218 0.685
H: -9.014 -7.176 -0.592
H: -8.370 -6.323 1.866
H: -8.362 -4.050 -0.125
H: -7.065 -5.301 0.046
H: -7.115 -2.179 0.666
H: -5.793 -3.444 0.467
H: -5.851 -2.606 1.875
H: -10.329 -4.326 1.291
H: -9.118 -4.374 2.301

natural (NBO) atomic charge list, values in e, 8 entries:
1. C -0.62
2. C -0.07
3. C -0.08
4. O -0.53
5. C -0.25
6. N -0.84
7. H 0.21
8. H 0.20